1.
Here is an isolated molecule of C4H10BN in a non-equilibrium geometry from the OMol25 dataset. Energies are from wB97M-V/def2-TZVPD.

CARTESIAN COORDINATES (ANGSTROEM)
1 B 0.1982 1.4232 -0.3408
2 C 0.2927 -1.1009 -0.1837
3 C -0.3431 -0.6677 -1.6032
4 C 0.6195 0.2792 0.6848
5 C -0.1131 0.2404 1.9919
6 N -0.4328 0.7887 -1.5214
7 H 0.3775 2.5958 -0.2004
8 H -0.4452 -1.6693 0.3391
9 H 1.1539 -1.7385 -0.3106
10 H 0.1714 -0.9739 -2.4468
11 H -1.3249 -1.0711 -1.8967
12 H 1.7714 0.2263 0.9084
13 H 0.1853 -0.4482 2.7883
14 H -1.1229 -0.3220 1.6299
15 H -0.2388 1.1558 2.4830
16 H -0.7490 1.2822 -2.3220

Properties
Spin multiplicity: 3
E_HOMO (alpha / beta) in eV: -4.11 / -9.78
Energy in a.u.: -237.80821
ΔE to the lowest compared entry with this formula, charge and spin in eV: 0.405
Total charge: 0
LUMO (alpha / beta) in hartree: 0.0170 / -0.1117
HOMO-LUMO gap (alpha / beta) in Eh: 0.168 / 0.248

Atomic partial charges in e from the Mulliken method, atoms 1 to 6: -0.26 -0.84 -0.41 0.24 -1.21 0.04

2.
Here is a cluster of 3 separate species, C2H10NO3 in total in a non-equilibrium geometry from the OMol25 dataset. Energies are from wB97M-V/def2-TZVPD.

CARTESIAN COORDINATES (ANGSTROEM)
1 C -0.2056 0.7159 0.3358
2 O 0.4195 -0.3743 -0.1544
3 C 0.7008 1.9835 0.1694
4 N 1.2623 2.0705 -1.1548
5 H -1.1252 0.9590 -0.2546
6 H -0.4290 0.7459 1.4281
7 H 0.1524 2.8550 0.5572
8 H 1.4491 1.8904 0.9596
9 H 1.7986 1.2045 -1.2393
10 H 0.5200 1.8662 -1.8130
11 H 0.9480 -3.3466 0.8013
12 H 0.1177 -2.3078 0.0879
13 O 0.3061 -3.2722 0.0905
14 H -1.5734 -2.2851 -0.1115
15 H -1.9697 -0.9103 0.1549
16 O -2.3718 -1.7948 0.1431

Properties
Spin multiplicity: 1
E_HOMO in eV: -3.46
Energy in a.u.: -362.68161
ΔE to the lowest compared entry with this formula, charge and spin in eV: 0.701
Total charge: -1
LUMO in hartree: 0.1545
HOMO-LUMO gap in Eh: 0.282

Atomic partial charges in e from the Mulliken method, atoms 1 to 6: -0.43 -0.84 -0.69 -0.73 0.28 0.19

3.
Here is a structure of composition C18H35N2O10PPd from the OMol25 dataset. Energies are from wB97M-V/def2-TZVPD.

CARTESIAN COORDINATES (ANGSTROEM)
1 Pd 0.0418 0.6565 0.2954
2 O -2.2231 -2.8333 -0.0411
3 C -1.5324 -2.1174 0.9016
4 O -1.7142 -0.9339 1.0085
5 C -0.6278 -3.0114 1.7263
6 O 0.6278 -2.4271 1.7993
7 C 1.4230 -2.7716 2.9443
8 C 0.6604 -3.2270 4.2251
9 O 1.1196 -4.2698 4.7443
10 O -0.3009 -2.5231 4.5913
11 H -2.7583 -2.1685 -0.5017
12 H -0.6252 -3.9978 1.2394
13 H -1.0920 -3.0976 2.7175
14 H 2.0010 -1.8687 3.1477
15 H 2.1006 -3.5851 2.6686
16 C 0.3734 2.1932 -4.3337
17 C 0.5851 3.2829 -3.2876
18 C 0.1098 4.6271 -3.8273
19 C 2.0550 3.3400 -2.8828
20 O -0.2298 2.8883 -2.1890
21 P -0.0582 3.5312 -0.7088
22 O -0.0027 5.0246 -0.8128
23 O 1.0434 2.8301 0.0338
24 O -1.5085 3.0516 -0.1789
25 C -2.0648 3.4632 1.0755
26 C -3.1960 2.4728 1.3181
27 C -1.0411 3.3696 2.2002
28 C -2.6057 4.8839 0.9477
29 H 0.9115 2.4350 -5.2559
30 H -0.6908 2.1034 -4.5608
31 H 0.7248 1.2336 -3.9581
32 H 0.7512 4.9402 -4.6568
33 H 0.1334 5.3740 -3.0352
34 H -0.9168 4.5380 -4.1910
35 H 2.6740 3.4869 -3.7748
36 H 2.3405 2.4144 -2.3820
37 H 2.2321 4.1629 -2.1895
38 H -2.8009 1.4584 1.3940
39 H -3.9020 2.5105 0.4859
40 H -3.7242 2.7213 2.2432
41 H -0.5728 2.3815 2.2063
42 H -1.5486 3.5337 3.1557
43 H -0.2516 4.1124 2.0832
44 H -3.4191 4.9119 0.2182
45 H -1.8193 5.5565 0.6091
46 H -2.9918 5.2192 1.9151
47 C 4.4228 0.3128 -3.8275
48 N 3.3428 -0.6436 -3.9034
49 C 2.9793 -1.1121 -5.2186
50 C 2.2198 -2.4119 -5.0600
51 C 0.9609 -2.1329 -4.2637
52 N 1.1933 -1.2274 -3.1568
53 C 0.0527 -1.0917 -2.2730
54 C 2.3752 -0.5805 -2.8946
55 O 2.5762 0.0317 -1.8677
56 H 5.3618 -0.1517 -4.1421
57 H 4.5114 0.6562 -2.8011
58 H 4.2354 1.1861 -4.4660
59 H 3.8946 -1.2537 -5.7993
60 H 2.3618 -0.3729 -5.7557
61 H 2.8572 -3.1183 -4.5234
62 H 1.9592 -2.8488 -6.0262
63 H 0.5388 -3.0645 -3.8691
64 H 0.1940 -1.6969 -4.9214
65 H -0.1637 -2.0456 -1.7801
66 H -0.8133 -0.8109 -2.8857
67 H 0.1375 -0.3011 -1.4948

Properties
Spin multiplicity: 1
E_HOMO in eV: -0.43
Energy in a.u.: -2038.19872
ΔE to the lowest compared entry with this formula, charge and spin in eV: 0.892
Total charge: -2
LUMO in hartree: 0.1507
HOMO-LUMO gap in Eh: 0.166

Atomic partial charges in e from the Mulliken method, atoms 1 to 6: -0.24 -0.51 0.35 -0.57 -0.19 -0.24

Which of these has the lowest ΔE to the lowest compared entry with this formula, charge and spin? C4H10BN

Among the records above, which one has the lowest total charge? C18H35N2O10PPd